A 14-piece molecular cluster, C64H156F14N11O32P3S14 overall. Source: the OMol25 dataset; level of theory: ωB97M-V/def2-TZVPD.

Properties
- HOMO: -6.37 eV

Each line ends with the Mulliken charge.
Atoms and positions in Å:
1 O 12.25499 -19.87388 -1.81428  -0.546
2 H 24.78573 -35.43897 -5.25192  0.312
3 C 17.05132 -19.02593 1.88535  -1.463
4 H 26.72083 -32.59943 15.06151  0.329
5 H 27.75220 -33.37605 -3.82281  0.069
6 H 27.00156 -34.78611 -3.00296  0.452
7 H 24.75892 -31.63174 0.64903  0.379
8 C 12.82603 -34.90104 8.03740  -0.615
9 H 16.23498 -22.88896 3.00664  0.453
10 H 17.24580 -19.85323 1.20282  0.353
11 C 23.91815 -31.52863 -2.05469  -1.169
12 O 0.90303 -16.70385 9.33654  -0.628
13 C 12.27171 -12.82828 11.80414  -1.186
14 N 4.91693 -27.18100 7.32237  -0.261
15 H 20.54449 -31.24746 -2.99296  0.357
16 S 0.60575 -17.98370 10.01604  1.019
17 C 28.30467 -30.97579 -1.74594  -0.775
18 H 16.31948 -18.74707 3.93597  0.338
19 H 12.22865 -8.32063 3.58721  0.391
20 O 20.96426 -34.16223 9.97124  -0.587
21 O -2.23535 -19.50362 10.32876  -0.564
22 S 22.98305 -26.66926 5.60366  1.086
23 C 13.24477 -35.61510 6.77129  0.127
24 O 16.87343 -37.13034 -0.59781  -0.590
25 O 25.18772 -24.53148 4.53821  -0.553
26 O 24.01848 -26.10848 3.01293  -0.540
27 H 25.81149 -33.97276 2.10045  0.387
28 C 25.78380 -35.87549 -5.28935  -1.250
29 H 15.41512 -22.84757 8.53870  0.334
30 H 26.75436 -31.65721 11.63183  0.392
31 C 8.57653 -8.68018 9.40942  -0.731
32 F 18.26027 -13.05406 9.71998  -0.345
33 C 15.85263 -24.84931 8.80268  -0.725
34 F -1.85500 -19.84613 8.03711  -0.249
35 C 25.06209 -32.67629 0.72031  -0.843
36 H 25.14981 -32.01265 13.52353  0.492
37 H 11.42315 -35.21545 5.66102  0.371
38 C 19.65639 -17.29779 -11.21672  -0.790
39 F 22.21548 -26.69892 7.05864  -0.321
40 C 12.54791 -5.52552 9.25918  -0.739
41 H 29.35320 -28.84891 12.22915  0.257
42 H 28.99391 -29.06696 -3.61957  0.307
43 H 11.26375 -20.05806 7.77458  0.403
44 H 12.46213 -13.22725 10.80782  0.319
45 C 12.47561 -32.76850 8.82469  -0.708
46 H 13.25746 -5.94017 8.54314  0.427
47 H 27.72721 -32.33380 1.35210  0.190
48 H 14.52268 -19.96148 6.12657  0.430
49 H 6.89608 -8.40698 11.71024  0.287
50 C 22.20245 -17.07088 -11.31301  -1.390
51 H 27.84780 -35.05581 -5.32458  0.477
52 N 17.52087 -38.57428 1.41175  -0.221
53 H 19.21611 -20.02738 14.74750  0.402
54 H 9.64195 -10.30951 7.08237  0.670
55 H 10.97341 -6.99339 4.93322  0.477
56 H 12.36282 -13.59513 12.57339  0.381
57 H 28.39325 -31.75598 -0.98993  0.550
58 C 21.78394 -20.87108 14.10310  -0.690
59 N 14.12403 -36.88428 7.03948  -0.311
60 H 8.78133 -8.25480 10.39187  0.486
61 C 7.47359 -9.77915 9.23905  -0.876
62 C 16.51170 -23.65457 3.73147  -1.039
63 O 6.07901 -29.49478 7.55651  -0.594
64 O 24.40250 -26.97118 5.92111  -0.585
65 H 14.00143 -22.92940 5.43770  0.625
66 C 26.88467 -34.03482 -3.78398  -0.157
67 H 12.66362 -19.22669 7.91081  0.319
68 P 25.60547 -32.07903 -2.03171  0.664
69 H 14.70664 -28.12407 4.03965  0.388
70 H 16.52977 -26.52732 4.05893  0.365
71 H 12.43363 -8.31692 9.09710  0.555
72 C 20.87459 -16.53912 -11.74717  0.296
73 F 17.73671 -36.43955 1.49842  -0.346
74 N 19.06442 -35.87885 9.65673  -0.224
75 C 10.71949 -10.75109 9.74204  -1.000
76 H 11.35970 -10.01457 11.68526  0.238
77 H 12.20107 -7.47307 5.94535  0.154
78 O 18.63850 -33.42719 10.29303  -0.590
79 H 30.59861 -29.20680 -3.01316  0.333
80 H 12.75623 -33.28448 9.74290  0.354
81 H 17.31565 -25.38505 10.38328  0.369
82 H 16.28074 -25.68939 8.25580  0.372
83 H 23.29432 -32.42239 -2.04344  0.619
84 C 14.49075 -27.10758 3.71065  -1.408
85 H 12.45463 -36.34065 4.90729  0.458
86 C 11.32262 -7.88710 5.45037  -0.637
87 O 19.32254 -37.32159 0.05836  -0.586
88 N 18.29011 -11.07676 8.64934  -0.180
89 C 6.07533 -9.31052 9.78247  -0.737
90 H 13.96922 -34.98746 6.25231  0.357
91 H 12.58663 -20.87259 8.67076  0.298
92 H 15.28903 -24.85364 2.33603  0.564
93 H 25.34722 -30.21119 15.51023  0.414
94 S 17.77216 -39.86163 0.33659  1.089
95 F 2.13769 -18.28213 10.28055  -0.317
96 C 11.33229 -6.41607 9.19232  -0.563
97 C 21.19541 -30.51605 -2.51395  -1.206
98 H 26.67541 -33.93234 -5.74658  0.322
99 O 12.74206 -33.53879 7.64874  -0.341
100 O 0.21214 -17.88454 11.42811  -0.606
101 H 10.93916 -9.32195 4.01101  0.318
102 H 27.63836 -31.21842 14.63125  0.367
103 S 6.53182 -26.68672 7.46525  1.099
104 H 13.00728 -3.43674 8.95154  0.399
105 H 5.94848 -8.34334 9.29608  0.343
106 C 14.67487 -22.11155 5.18135  -1.259
107 H 21.55839 -14.56385 -11.04917  0.330
108 C 19.96717 -19.80043 15.50414  -1.383
109 O 7.14501 -26.96801 8.73791  -0.559
110 F 3.80554 -29.19421 7.15590  -0.329
111 H 26.92561 -31.14655 2.39878  0.276
112 O 18.35935 -35.67368 12.21203  -0.550
113 O 5.19878 -28.78174 5.30021  -0.592
114 H 8.22449 -7.84801 8.79978  0.591
115 H 27.90026 -28.59460 11.31425  0.298
116 H 29.64472 -27.80693 -2.56571  0.367
117 H 22.61271 -29.10221 -2.57196  0.272
118 H 22.23077 -19.78556 17.17291  0.358
119 H 13.60148 -37.60344 7.51891  0.337
120 S 17.94340 -37.57037 0.36007  1.055
121 H 26.00032 -29.10131 14.24441  0.290
122 C 6.13044 -9.08351 11.33051  -1.020
123 H 11.40809 -32.56237 8.74712  0.287
124 H 14.72353 -21.21780 7.21720  0.231
125 H 14.53692 -37.20953 6.17702  0.377
126 C 25.78717 -32.88481 2.03822  -0.939
127 H 28.77908 -31.42629 -2.61777  0.260
128 H 9.93337 -11.30041 9.22398  0.471
129 H 15.27936 -25.66709 5.10896  -0.016
130 H 14.96655 -25.17378 9.34829  0.432
131 C 26.81892 -34.78693 -5.08538  -0.776
132 C 17.75307 -20.40505 3.85763  -1.127
133 C 11.56279 -7.93519 9.63002  -1.099
134 C 28.50212 -29.36911 11.78964  -0.758
135 N 22.22652 -20.65922 16.66615  -0.224
136 H 17.36999 -23.20203 7.21151  0.383
137 H 23.38435 -31.56223 -4.10870  0.329
138 C 22.32088 -29.87274 -3.28556  -0.399
139 H 6.41495 -10.00694 11.83493  0.285
140 S 5.25625 -28.56950 6.74503  1.075
141 C 11.83274 -8.86988 4.44142  -1.287
142 H 11.76283 -8.11025 10.68711  0.671
143 C 12.09948 -4.03405 9.03663  -1.274
144 O -1.93450 -17.57967 8.66535  -0.540
145 H 24.07500 -23.14833 13.35880  0.259
146 H 27.68684 -32.61581 3.09160  0.367
147 H 18.44825 -21.65527 5.61778  0.656
148 H 12.49214 -9.68004 4.75276  0.342
149 C 15.41106 -23.75610 7.93648  0.014
150 C 10.16167 -8.33301 6.42466  -0.684
151 H 17.72383 -23.97051 9.34528  0.309
152 F 23.16264 -23.93703 3.21905  -0.310
153 H 26.79092 -30.52885 -3.32361  0.643
154 H 22.99831 -16.35938 -11.53317  0.460
155 H 21.51147 -31.06156 -1.62478  0.302
156 H 22.11652 -19.83552 14.03162  0.353
157 H 25.44894 -34.06646 -0.92950  0.571
158 H 25.79772 -32.44218 -4.43172  0.560
159 C 14.23296 -21.00273 6.26789  -0.921
160 H 18.23271 -21.10826 3.17680  0.365
161 S 9.85057 -19.11927 -0.68447  1.091
162 S 18.17505 -12.48816 8.19211  1.030
163 H 24.50417 -30.28078 -3.77996  0.374
164 H 11.73693 -3.93976 8.01303  0.344
165 O 19.64487 -17.34202 -9.76894  -0.374
166 F 19.37623 -34.15739 8.22486  -0.338
167 H 13.52162 -26.87019 4.14943  0.334
168 H 22.05214 -21.42434 17.30199  0.372
169 F 11.49588 -19.08134 -3.88128  -0.336
170 H 17.18604 -20.64198 5.98869  0.549
171 C 23.02124 -22.86965 13.35431  -0.740
172 H 20.66958 -21.75738 15.80471  0.245
173 H 10.02941 -12.81260 11.96713  0.394
174 H 21.08211 -21.13349 13.31147  0.498
175 C 26.53610 -30.74167 12.18161  -0.660
176 H 10.79719 -6.13006 8.28681  0.420
177 H 20.86732 -16.20769 -12.78552  0.292
178 H 26.42291 -29.73445 -1.91848  0.750
179 H 11.39868 -3.63807 9.77159  0.325
180 N 20.76548 -15.18773 -11.09566  -0.348
181 C 25.70239 -33.07945 -3.55258  -1.150
182 H 18.68375 -16.91506 -11.52591  0.549
183 H 17.94699 -18.40529 1.91170  0.354
184 H 25.87130 -36.34361 -6.26982  0.374
185 C 10.37941 -9.54451 7.32529  -0.975
186 H 20.46437 -29.82456 -2.09500  0.359
187 S 11.01002 -19.98733 -2.57976  1.033
188 O 16.82559 -12.99465 7.93841  -0.586
189 H 7.63855 -10.75206 9.70201  0.321
190 H 9.86848 -7.49128 7.05206  0.249
191 H 22.81521 -22.75773 12.28983  0.340
192 P 16.38678 -22.65484 5.28479  0.930
193 H 7.47048 -10.06351 8.18680  0.476
194 H 10.75383 -6.05366 10.04211  0.357
195 H 21.93471 -29.50185 -4.23499  0.349
196 C 23.60602 -30.76609 -3.39798  -0.844
197 C 25.48670 -30.04208 14.44250  -1.233
198 C 17.55026 -21.24430 5.15644  -1.310
199 O 17.54473 -10.73491 6.06219  -0.517
200 C 15.38033 -24.72145 3.41413  -0.733
201 F 17.03562 -40.95605 1.23528  -0.273
202 C 25.78166 -33.10466 -0.53917  -1.003
203 H 14.37662 -24.38519 3.67412  0.238
204 H 28.97910 -30.03540 11.07086  0.310
205 H 24.13177 -33.24241 0.76628  0.363
206 C 12.70635 -21.04367 6.53739  -0.565
207 H 18.62233 -18.02782 -8.21935  0.264
208 N 27.10307 -32.01951 14.32823  -0.262
209 F 6.27103 -25.09012 7.66943  -0.280
210 H 22.30632 -17.34793 -10.26394  0.336
211 O 20.80536 -36.32843 11.67073  -0.567
212 O 19.12155 -40.33940 0.14227  -0.573
213 H 5.27570 -9.97908 9.46354  0.445
214 S -1.44937 -18.85952 9.22239  1.073
215 C 29.09983 -29.66873 -1.35893  -0.796
216 H 13.16303 -12.27968 12.10858  0.336
217 H 22.46573 -23.70299 13.78448  0.306
218 C 10.83806 -12.08375 12.02153  -0.779
219 H 17.69036 -17.87806 -9.74140  0.338
220 C 29.59688 -28.88337 -2.73028  -1.145
221 C 16.92861 -24.51235 9.85726  -1.329
222 H 24.50902 -29.82436 14.01257  0.405
223 H 9.65914 -10.35754 11.65269  0.295
224 H 13.43305 -35.09725 8.92122  0.423
225 H 26.84402 -33.30367 -0.39813  0.791
226 H 12.38858 -22.08628 6.52842  0.363
227 H 19.60749 -18.26494 -11.71703  0.454
228 P 10.31504 -9.13603 9.07937  0.419
229 H 24.76532 -33.63291 -3.49188  0.477
230 H 25.13152 -32.68714 2.88625  0.453
231 C 10.62493 -10.72425 11.30503  -0.520
232 H 19.96638 -14.73389 -11.51467  0.356
233 H 5.05602 -8.98762 11.48710  0.370
234 H 10.81452 -11.82306 13.07964  0.367
235 C 16.58620 -19.55432 3.25384  0.123
236 H 20.29219 -18.77358 15.33668  0.407
237 H 13.00154 -31.82960 8.65163  0.230
238 H 17.50400 -24.05459 3.52306  0.579
239 F 8.36255 -18.38015 -0.50863  -0.324
240 H 29.91192 -29.91281 -0.67408  0.388
241 H 25.89288 -29.97323 11.75280  0.428
242 H 19.59154 -19.71450 16.52376  0.390
243 H 14.41687 -27.36911 2.65507  0.341
244 C 18.62789 -18.20852 -9.29425  -0.752
245 O 16.96814 -39.95423 -0.87033  -0.556
246 C 16.45208 -23.61863 6.79680  -1.373
247 H 11.70489 -10.94910 9.32028  0.728
248 F 18.95260 -37.75246 11.25738  -0.280
249 H 23.72295 -30.87451 -1.20492  0.669
250 O 22.15143 -27.63081 4.87133  -0.591
251 F 18.06314 -8.96727 7.49037  -0.308
252 C 25.97538 -31.30228 13.56706  -0.054
253 H 28.39609 -29.01098 -0.84880  0.360
254 H 14.47588 -24.09736 7.49254  0.198
255 O 19.34311 -13.18003 7.57022  -0.590
256 O 10.79302 -21.37367 -3.09945  -0.597
257 O 22.97881 -21.61888 14.12425  -0.360
258 S 18.54461 -10.47220 7.04854  1.051
259 H 11.49862 -36.92430 6.26302  0.417
260 H 16.83412 -24.58373 6.46402  0.859
261 H 23.18341 -20.77770 16.36546  0.340
262 H 15.68512 -20.16401 3.18732  0.110
263 H 9.29891 -8.57419 5.80371  0.427
264 N 22.66547 -25.25314 5.29970  -0.231
265 C 21.16747 -20.82443 15.54048  0.125
266 O 7.27593 -26.76607 6.21386  -0.559
267 H 27.72784 -32.63488 13.82715  0.317
268 H 25.95150 -36.75370 -4.66588  0.322
269 O 9.61073 -20.42727 -0.01082  -0.562
270 H 14.40242 -21.70830 4.20603  0.904
271 O 19.89303 -10.21420 6.56423  -0.557
272 C 12.06123 -36.06976 5.88707  -1.451
273 S 23.92121 -25.12402 4.11713  1.046
274 H 11.36335 -9.96571 7.11902  0.650
275 H 13.13538 -5.60942 10.17348  0.378
276 S 19.53962 -34.45130 9.81680  1.048
277 H 16.73746 -23.73898 10.60121  0.364
278 C 12.33438 -20.26037 7.80494  -1.300
279 H 12.23741 -20.59615 5.66108  0.430
280 H 16.20547 -18.50156 1.44074  0.419
281 C 27.12451 -32.20809 2.25157  -0.904
282 H 14.89753 -36.59828 7.62257  0.360
283 C 26.84970 -30.68241 -2.24608  -1.040
284 N 9.83364 -19.02204 -2.31331  -0.213
285 O 27.71828 -30.06231 12.71370  -0.332
286 H 18.46085 -19.60331 4.06824  0.545
287 S 19.35894 -36.19184 11.30299  1.089
288 H 22.41072 -17.96532 -11.90011  0.357
289 H 20.54752 -15.35780 -10.12424  0.330
290 N 0.29223 -19.16170 9.24283  -0.188
291 C 15.56381 -26.02601 4.11983  -0.074
292 H 11.86340 -35.35698 8.26884  0.327
293 O 10.68372 -18.16308 -0.01419  -0.547
294 H 18.80272 -19.28163 -9.37143  0.291